63
Properties=species:S:1:pos:R:3:forces:R:3:nbo_charge:R:1 method="wB97M-V/def2-TZVPD" e_tot_ha=-2875.47149 de_lowest_kcal_mol=0.0 homo_ev=-13.0 fmax_ev_per_a=5.37 charge=+1
O -4.47927 -1.27526 -1.64254 -3.5202 2.8284 2.9058 -0.512
C -3.69156 -1.86904 -2.22165 2.2617 -1.5290 -2.3765 0.769
O -2.97649 -2.82365 -1.62415 0.6997 -0.9463 -0.3175 -0.658
C -3.41701 -1.50682 -3.67068 0.7890 -0.4180 0.2563 -0.534
C -2.59102 -0.22726 -3.74487 -0.3303 -0.7666 0.1173 -0.495
S -0.79638 -0.54367 -3.77993 0.2073 0.6318 -1.6966 0.409
H -2.56347 -3.36486 -2.30885 0.2528 -0.2326 0.2384 0.481
H -2.98122 -2.31379 -4.24832 0.0679 -0.1716 -0.3151 0.220
H -4.37214 -1.25491 -4.08216 -0.5622 0.0107 -0.3742 0.283
H -2.79182 0.24565 -4.68781 0.2654 0.4402 -0.4758 0.294
H -2.85952 0.40445 -2.91922 0.1649 0.4524 0.3676 0.272
H -0.23570 0.37922 -2.96981 -0.0045 -0.5913 0.4983 0.241
H -0.52659 -1.77826 -3.31086 -0.1723 0.4322 0.9084 0.214
C -4.50476 -6.07038 -1.49237 -0.0506 0.2003 -0.2864 -0.130
C -4.27014 -6.43605 -0.04716 -0.2867 -0.2814 0.0985 0.447
O -3.76363 -7.75515 -0.14627 0.2788 0.3268 -0.2069 -0.485
C -3.13457 -7.86122 -1.35530 -0.0706 -0.1253 0.0292 0.964
O -2.38782 -8.72137 -1.65971 0.0050 -0.0379 -0.0412 -0.533
O -3.48362 -6.81518 -2.16166 -0.0181 0.0622 0.2243 -0.501
F -5.42168 -6.44888 0.66176 0.0749 -0.0323 0.0024 -0.317
H -5.48532 -6.39710 -1.84095 -0.0396 -0.0725 0.1735 0.211
H -4.39491 -5.00614 -1.68323 0.1285 -0.0367 -0.0323 0.191
H -3.54071 -5.80679 0.46687 -0.0830 0.0234 0.0948 0.153
C 0.95083 2.09043 -8.09816 0.2045 -0.0820 -0.2851 -0.133
C 0.99919 2.24244 -6.59720 -0.0627 0.4649 -0.0483 0.447
O -0.35611 1.99631 -6.22871 0.2436 -0.3894 0.1135 -0.513
C -0.87890 1.16243 -7.17156 -0.0332 0.0385 -0.2256 0.976
O -1.88697 0.54977 -7.02160 -0.0722 -0.0872 0.1930 -0.593
O -0.09289 1.11477 -8.26130 -0.0415 0.1193 0.2646 -0.464
F 1.33923 3.49122 -6.21819 -0.0729 -0.0939 0.0380 -0.309
H 0.66451 3.01865 -8.59263 -0.0398 0.0632 0.1431 0.219
H 1.88516 1.73237 -8.52122 -0.1215 -0.1989 -0.0421 0.223
H 1.64962 1.52510 -6.09234 0.0280 0.0793 0.0706 0.153
C 0.59387 -0.67141 1.01267 -0.0597 -0.1298 0.4145 -0.150
C 0.86850 -1.66217 -0.08714 -0.2544 -0.0536 -0.0192 0.443
O 1.02634 -0.81906 -1.22732 0.2454 -0.1046 0.1673 -0.553
C 1.48897 0.38956 -0.76432 0.0002 0.2943 0.3625 0.967
O 1.94311 1.22615 -1.47005 -0.2026 0.0284 -0.2681 -0.559
O 1.33318 0.48072 0.56731 0.0130 -0.2706 -0.3198 -0.466
F -0.18325 -2.49245 -0.30853 0.0416 0.0720 -0.1610 -0.330
H -0.46485 -0.41490 1.07782 -0.0281 -0.0806 -0.1369 0.206
H 0.93805 -1.00804 1.98590 0.1627 0.2337 -0.0194 0.268
H 1.77266 -2.25523 0.04917 -0.0578 -0.1028 -0.0488 0.174
C 1.02609 3.05963 4.44777 -0.3180 0.1520 0.0375 -0.134
C 2.43444 3.08134 3.90820 0.0649 0.1001 0.3415 0.448
O 2.83882 1.72527 4.05409 -0.2677 -0.0303 -0.3229 -0.487
C 1.71660 0.96494 3.98045 0.0107 0.0789 0.2091 0.981
O 1.71036 -0.21222 3.80974 0.0280 -0.0389 0.0164 -0.599
O 0.60769 1.72379 4.11643 0.2148 -0.0007 -0.0903 -0.484
F 3.23605 3.87025 4.65075 0.2480 -0.1437 -0.1299 -0.317
H 1.00459 3.19309 5.52934 0.1688 0.0280 -0.0005 0.226
H 0.37852 3.79822 3.98405 -0.0966 -0.1741 -0.0944 0.215
H 2.51502 3.36957 2.85849 0.1151 0.0495 0.0282 0.157
C 4.58975 3.78787 8.42502 -0.0655 -0.3092 0.1743 -0.131
C 5.05313 5.22202 8.50734 0.2501 0.0189 -0.2729 0.445
O 4.33185 5.83694 7.45213 -0.2809 -0.1180 0.3078 -0.488
C 3.17807 5.13093 7.28948 -0.0266 -0.0072 -0.0793 0.975
O 2.23398 5.50818 6.68242 -0.0698 -0.0018 -0.0261 -0.569
O 3.25390 3.93550 7.92855 0.1532 0.1804 -0.0162 -0.489
F 6.38001 5.33830 8.26661 -0.0651 0.0454 -0.0189 -0.320
H 5.18180 3.21278 7.71201 0.0911 0.1377 -0.0398 0.206
H 4.59393 3.28084 9.38636 -0.2191 0.0197 -0.0132 0.213
H 4.81446 5.72254 9.44706 0.1145 0.0462 0.0046 0.158


109
Properties=species:S:1:pos:R:3:forces:R:3:lowdin_charge:R:1 method="wB97M-V/def2-TZVPD" e_tot_ha=-6708.42561 de_lowest_kcal_mol=0.0 homo_ev=-2.5 fmax_ev_per_a=1.14 charge=-2
Y 0.40996 -0.23461 -0.43214 0.4056 0.3453 0.1930 0.947
C -1.44061 -4.75191 2.88902 0.0065 -0.0007 -0.0119 -0.060
N -0.36285 -4.07054 2.19500 0.0353 0.1126 0.1244 -0.150
C 0.86725 -4.80210 1.97701 0.0006 -0.0286 -0.0349 -0.050
C -0.50526 -2.81837 1.66338 0.0010 -0.0641 0.0305 -0.426
N 0.20770 -2.36437 0.69289 -0.0453 -0.1058 0.0284 0.089
N -1.45823 -2.05322 2.29778 0.0811 0.0047 0.0478 0.154
C -2.11724 -0.93557 1.81166 0.0328 0.0225 -0.0533 -0.525
N -3.27541 -0.67894 2.53316 0.0143 -0.0601 -0.0274 0.154
N -1.64862 -0.24594 0.85435 -0.2094 -0.0020 0.1378 0.057
H -1.38104 -4.63503 3.97857 0.0090 0.0012 -0.0271 0.090
H -1.38521 -5.81693 2.66296 0.0071 0.0053 -0.0028 0.089
H -2.40760 -4.39810 2.53330 -0.0099 0.0178 -0.0049 0.051
H 1.03909 -5.46389 2.82547 -0.0151 -0.0100 0.0016 0.089
H 1.70820 -4.11173 1.92361 -0.0056 0.0055 -0.0015 0.084
H 0.84127 -5.40892 1.06556 0.0023 0.0028 -0.0116 0.096
H 0.79225 -3.09151 0.30144 -0.0025 -0.0572 -0.0642 0.051
H -1.79474 -2.38704 3.18216 -0.0307 -0.0295 0.0317 0.134
H -3.89376 -1.48533 2.54359 -0.0227 -0.0050 -0.0314 0.065
H -3.77540 0.12079 2.16935 0.0202 0.0394 0.0189 0.067
H -2.28573 0.48180 0.54471 -0.0622 -0.0187 -0.0968 0.022
N 3.21981 -0.69229 0.54032 0.1008 0.3613 -0.2853 0.015
N 3.69974 0.64415 0.52167 -0.0314 0.0564 -0.0192 -0.005
C 2.86223 1.61896 -0.06235 0.0404 0.1100 -0.0123 -0.761
O 2.96181 2.78707 0.31595 0.0899 -0.2473 -0.0574 -0.006
O 2.08854 1.17650 -0.98277 -0.3597 -0.1613 0.0519 -0.236
H 2.94838 -0.94481 1.47725 -0.1064 -0.1108 0.0775 0.038
H 3.97362 -1.29149 0.23309 0.0090 -0.1581 0.0209 0.084
H 4.10128 0.96810 1.38752 -0.0079 0.0263 0.0910 0.121
Se -1.35269 0.17004 -2.44820 0.2296 -0.0195 0.1027 -0.128
O 6.59889 -7.76551 -4.75648 -0.0006 0.1178 -0.0317 -0.377
S 6.66490 -6.39674 -5.25014 0.0476 -0.0461 -0.0405 0.388
O 7.19303 -5.43199 -4.30646 -0.0273 -0.0593 -0.0581 -0.375
O 7.16484 -6.26244 -6.60872 -0.0411 -0.0031 0.1168 -0.377
C 4.89475 -5.97059 -5.41236 0.0939 -0.0159 0.0322 -0.346
N 4.21847 -6.62802 -6.35639 -0.0064 -0.0613 -0.0659 0.114
C 2.93209 -6.34671 -6.46559 -0.0962 0.0630 0.0434 -0.131
C 2.28559 -5.43175 -5.64595 0.1375 -0.0324 0.0082 -0.009
C 3.07789 -4.81138 -4.68983 -0.0137 -0.0673 -0.0687 -0.229
N 4.38037 -5.07253 -4.58203 -0.0622 0.0587 0.0326 0.170
C 2.51896 -3.81308 -3.74329 -0.0157 0.0365 0.0190 -0.144
C 3.30591 -2.76459 -3.28187 -0.0395 -0.0020 0.0180 0.020
C 2.75012 -1.84788 -2.40590 0.0312 -0.0015 0.0089 -0.108
N 1.49505 -1.93789 -1.95759 -0.0143 0.0063 -0.0498 -0.038
C 0.73433 -2.93534 -2.41477 0.0090 0.0001 -0.0391 -0.164
C 1.20303 -3.88809 -3.29897 0.0014 0.0131 0.0099 -0.002
H 2.38650 -6.87170 -7.24487 -0.0054 -0.0007 0.0004 0.102
H 1.23654 -5.20073 -5.76504 0.0028 -0.0027 -0.0033 0.102
H 4.33484 -2.68007 -3.60376 -0.0116 -0.0032 0.0026 0.121
H 3.31316 -0.99695 -2.04328 -0.0003 -0.0065 -0.0078 0.100
H -0.29258 -2.94636 -2.06804 -0.0111 -0.0099 -0.0027 0.085
H 0.54535 -4.68430 -3.62118 0.0099 0.0027 -0.0039 0.110
S -3.93049 -3.24933 0.21548 0.0183 0.0147 0.0132 0.542
C -4.54970 -1.74722 -0.22308 0.0859 -0.1536 -0.0892 -0.884
N -4.04202 -1.08511 -1.30830 -0.0411 0.1253 0.0431 0.024
C -4.55015 0.06118 -1.78269 -0.0993 -0.0500 0.1399 -0.125
C -5.62929 0.62417 -1.15459 0.0285 -0.0980 -0.0534 -0.053
C -6.04746 -0.01667 0.01594 -0.0165 0.0435 -0.0195 -0.147
N -5.54689 -1.14334 0.47740 -0.1109 0.0812 -0.0052 0.039
H -3.10727 -1.32710 -1.70627 0.0175 0.0662 0.0458 -0.003
H -4.00236 0.47553 -2.62122 0.0398 0.0329 0.0428 0.036
H -6.06673 1.54805 -1.49626 0.0104 0.0050 0.0207 0.094
H -6.82943 0.43346 0.62441 0.0204 -0.0200 -0.0203 0.106
C 1.12552 6.22461 3.63448 -0.0117 -0.0277 -0.0347 -0.113
C -0.03826 5.50209 3.85776 0.0407 0.0407 0.0066 -0.103
C -0.49698 4.60800 2.89768 -0.1162 0.0203 0.0183 -0.130
C 0.19147 4.42197 1.70381 0.0488 -0.0588 -0.0217 -0.343
C 1.36641 5.14301 1.49509 0.0787 -0.0053 -0.0124 -0.138
C 1.82661 6.04089 2.44888 -0.0342 0.0057 0.0371 -0.092
Sb -0.38229 2.95586 0.22473 0.0259 0.0929 -0.0719 1.561
C -2.51327 3.28928 0.41950 -0.0054 -0.0033 0.0130 -0.345
C -3.17932 2.80833 1.54867 -0.0229 -0.0623 0.0389 -0.168
C -4.55227 2.97222 1.70504 -0.0060 0.0228 -0.0322 -0.108
C -5.28682 3.61979 0.72104 0.0152 -0.0174 0.0213 -0.125
C -4.64247 4.07952 -0.42004 -0.0216 0.0029 -0.0058 -0.105
C -3.27207 3.90838 -0.57193 -0.0093 0.0372 -0.0185 -0.106
C -0.08364 4.25197 -1.44342 -0.0664 0.0119 -0.0129 -0.369
C 0.34061 3.69540 -2.64672 0.0077 -0.0072 -0.0233 -0.124
C 0.53301 4.50579 -3.75982 0.0043 0.0025 -0.0299 -0.085
C 0.30367 5.87185 -3.68008 -0.0043 0.0129 0.0068 -0.111
C -0.12291 6.43377 -2.48228 0.0020 0.0078 -0.0226 -0.107
C -0.31525 5.62423 -1.37098 0.0046 0.0294 0.0324 -0.144
H 1.48964 6.91852 4.38359 -0.0051 -0.0083 -0.0102 0.089
H -0.58892 5.62721 4.78326 0.0033 -0.0042 -0.0123 0.094
H -1.40787 4.05654 3.09712 0.0257 0.0182 -0.0046 0.074
H 1.94437 4.97791 0.59369 -0.0115 0.0021 0.0316 0.087
H 2.74582 6.58669 2.27022 -0.0097 -0.0037 -0.0017 0.096
H -2.62204 2.29533 2.32714 -0.0218 0.0306 -0.0074 0.071
H -5.04344 2.60180 2.59917 0.0096 0.0091 -0.0120 0.100
H -6.35518 3.75951 0.83961 -0.0033 -0.0033 -0.0006 0.094
H -5.21099 4.57458 -1.20030 0.0146 -0.0108 0.0141 0.098
H -2.78738 4.26622 -1.47322 -0.0098 -0.0077 0.0146 0.094
H 0.50690 2.62647 -2.71983 -0.0050 0.0110 0.0016 0.043
H 0.86232 4.06140 -4.69219 -0.0104 0.0147 0.0285 0.100
H 0.45778 6.50168 -4.54972 -0.0045 -0.0200 0.0203 0.090
H -0.30243 7.50177 -2.41350 0.0047 -0.0408 0.0002 0.091
H -0.64103 6.06913 -0.43581 0.0072 -0.0112 -0.0235 0.099
F 1.84400 0.47714 7.29512 0.0355 -0.0601 0.0816 0.079
C 1.51805 0.26465 6.00472 0.3811 0.1405 -0.3209 -0.166
C 0.44510 0.94166 5.44019 -0.2169 0.0188 -0.1059 -0.154
F -0.35136 1.67002 6.23544 -0.0443 0.0614 0.0550 0.101
C 0.21859 0.91362 4.08503 0.2684 0.3226 0.1264 -0.133
F -0.86938 1.54126 3.59854 -0.0069 0.0720 -0.0026 0.068
C 1.08463 0.25950 3.17087 -0.1876 0.0792 -0.3837 -0.309
O 0.93533 0.36044 1.91394 -0.0402 -0.5282 -0.1180 -0.168
C 2.04870 -0.57163 3.80761 -0.9581 -0.3970 0.4630 -0.124
F 2.31411 -1.78228 3.20718 0.8571 0.4633 -0.2843 0.032
C 2.31779 -0.48177 5.16328 -0.0407 0.0145 0.1900 -0.172
F 3.36817 -1.14815 5.67386 -0.0787 -0.3335 0.1178 0.090